(1)
Here is a structure of composition C18H36Br12O22S6 in a non-equilibrium geometry from the OMol25 dataset. Energies are from the ωB97M-V functional and the def2-TZVPD basis.

Geometry (Å):
O -4.67 4.52 1.88
S -4.67 3.14 1.50
O -5.93 2.42 1.47
O -3.82 2.97 0.09
C -4.05 1.88 -0.78
C -3.30 2.19 -2.07
C -3.47 2.20 2.56
H -5.11 1.60 -0.80
H -3.55 1.01 -0.35
H -3.65 3.09 -2.57
H -3.49 1.41 -2.81
H -2.23 2.26 -1.88
H -3.43 1.16 2.22
H -3.87 2.06 3.57
H -2.44 2.52 2.44
O 2.68 2.48 -0.31
S 2.98 3.83 0.15
O 4.29 4.48 0.03
O 1.84 4.80 -0.52
C 0.64 4.12 -0.84
C -0.53 5.15 -0.97
C 2.49 3.93 1.94
H 0.35 3.40 -0.07
H 0.84 3.60 -1.78
H -0.50 5.80 -1.85
H -0.54 5.69 -0.02
H -1.49 4.68 -1.17
H 3.13 3.25 2.51
H 1.45 3.68 2.16
H 2.72 4.96 2.23
C 2.23 -4.71 -1.02
Br 1.19 -5.91 -2.09
Br 3.68 -3.96 -2.22
Br 3.02 -5.46 0.55
H 1.59 -3.93 -0.62
C -3.60 -2.78 1.30
Br -4.91 -1.44 0.72
Br -4.57 -4.50 1.47
Br -2.81 -2.09 3.01
H -2.87 -2.86 0.50
C 1.65 3.59 -4.30
Br 0.05 2.39 -4.05
Br 1.73 4.29 -6.14
Br 3.32 2.72 -3.70
H 1.55 4.48 -3.68
C 6.93 -0.11 -2.47
Br 5.63 -1.11 -3.47
Br 7.95 -1.45 -1.44
Br 5.88 1.23 -1.34
H 7.62 0.41 -3.13
C -1.39 -5.65 3.29
C -0.87 -5.06 1.95
O 0.43 -5.22 2.14
S 1.01 -4.89 3.69
O 0.94 -3.38 3.80
O 2.29 -5.58 3.99
O -0.34 -5.69 4.26
H -1.82 -6.64 3.14
H -2.25 -5.01 3.50
H -0.98 -3.99 1.78
H -1.20 -5.67 1.11
C 2.15 -0.21 -1.80
C 2.69 -0.58 -0.47
O 1.62 -0.73 0.48
S 0.18 -0.86 -0.37
O -0.55 0.37 -0.48
O -0.62 -2.06 -0.01
O 1.07 -1.09 -1.77
H 2.87 -0.48 -2.58
H 2.01 0.87 -1.91
H 3.41 0.15 -0.10
H 3.12 -1.58 -0.52
C 0.54 0.06 3.90
C 1.71 0.91 4.44
O 1.06 2.18 4.62
S -0.53 1.96 5.05
O -1.27 3.21 4.71
O -0.85 1.29 6.33
O -0.63 0.83 3.97
H 0.36 -0.75 4.60
H 0.87 -0.32 2.93
H 2.51 0.79 3.71
H 2.02 0.65 5.46
C -0.99 -3.20 -3.79
C -1.98 -2.07 -3.19
O -2.84 -1.69 -4.26
S -1.86 -1.61 -5.63
O -0.96 -0.45 -5.46
O -2.63 -1.73 -6.91
O -1.07 -3.04 -5.22
H -1.30 -4.22 -3.56
H 0.07 -3.22 -3.53
H -1.39 -1.23 -2.82
H -2.53 -2.46 -2.34

Results
- ΔE to the lowest compared entry with this formula, charge and spin: 68.1 kJ/mol
- Spin multiplicity: 2
- Net charge: +1
- HOMO-LUMO gap (alpha / beta): 7.789 / 1.936 eV
- Highest occupied orbital energy (alpha / beta): -0.45058 / -0.45058 hartree

(2)
Here is a cluster of 9 separate species, C18H36BrF8I2N8O17P in total in a non-equilibrium geometry from the OMol25 dataset. Energies are from the ωB97M-V functional and the def2-TZVPD basis.

Geometry (Å):
C -2.31 0.00 -1.96
C -0.74 -0.21 -1.44
I 0.37 1.60 -2.12
C -0.63 -0.33 0.21
I -0.16 1.69 0.94
P 0.77 -1.61 0.66
Br -0.32 -3.65 0.61
C 1.50 -1.27 2.39
C 0.41 -1.12 3.60
O -0.79 -1.96 3.48
C -2.01 -1.17 3.30
C -2.80 -0.78 4.70
F -1.87 -1.21 5.81
F -4.07 -1.50 4.91
C -3.06 0.83 4.89
F -1.74 1.50 4.78
F -3.52 1.03 6.31
C -4.23 1.46 3.93
F -4.51 0.68 2.70
F -5.51 1.44 4.73
C -4.01 3.02 3.48
F -4.91 3.93 4.29
F -4.45 3.18 2.05
H -2.73 1.05 -1.56
H -2.39 0.06 -3.15
H -3.01 -0.88 -1.59
H -0.28 -1.16 -1.99
H -1.68 -0.74 0.57
H 2.33 -2.09 2.64
H 2.06 -0.22 2.32
H 0.12 0.00 3.80
H 0.97 -1.49 4.59
H -1.87 -0.17 2.70
H -2.76 -1.85 2.67
H -2.90 3.40 3.52
C 5.88 -4.25 3.61
N 4.75 -3.34 3.31
O 3.76 -3.84 2.76
O 4.88 -2.15 3.63
H 5.63 -5.25 3.28
H 6.76 -3.87 3.08
H 6.04 -4.23 4.69
C -3.28 -2.64 -5.48
N -3.34 -1.82 -4.24
O -4.28 -1.01 -4.14
O -2.46 -2.01 -3.39
H -4.11 -2.37 -6.13
H -2.32 -2.42 -5.97
H -3.34 -3.69 -5.18
C 7.61 -1.09 6.04
N 7.57 -2.38 5.30
O 8.13 -2.42 4.20
O 6.98 -3.32 5.85
H 8.16 -0.36 5.44
H 6.58 -0.76 6.19
H 8.11 -1.26 6.99
C 0.06 0.77 -7.33
N -0.96 -0.25 -6.97
O -0.62 -1.13 -6.17
O -2.07 -0.14 -7.51
H 0.98 0.55 -6.78
H 0.23 0.71 -8.41
H -0.33 1.74 -7.04
C -5.72 1.29 -7.21
N -5.73 1.55 -8.67
O -6.82 1.49 -9.25
O -4.64 1.81 -9.20
H -6.75 1.08 -6.88
H -5.08 0.43 -7.03
H -5.34 2.19 -6.71
C 5.49 1.50 2.26
N 6.12 1.68 3.60
O 6.53 0.66 4.17
O 6.18 2.83 4.04
H 5.51 0.44 2.00
H 4.47 1.87 2.32
H 6.08 2.08 1.54
C 8.84 4.88 2.85
N 8.16 4.27 1.68
O 7.25 4.93 1.15
O 8.54 3.15 1.32
H 8.40 5.86 3.05
H 8.70 4.21 3.70
H 9.90 4.98 2.60
C -9.85 -0.37 -5.42
N -8.36 -0.31 -5.37
O -7.75 -0.81 -6.32
O -7.86 0.24 -4.39
H -10.15 -0.88 -6.34
H -10.18 -0.93 -4.54
H -10.22 0.65 -5.40

Results
- Spin multiplicity: 1
- Net charge: 0
- HOMO-LUMO gap: 7.677 eV
- Highest occupied orbital energy: -0.30184 hartree

Repeat the first record exactly.
Here is a structure of composition C18H36Br12O22S6 in a non-equilibrium geometry from the OMol25 dataset. Energies are from the ωB97M-V functional and the def2-TZVPD basis.

Geometry (Å):
O -4.67 4.52 1.88
S -4.67 3.14 1.50
O -5.93 2.42 1.47
O -3.82 2.97 0.09
C -4.05 1.88 -0.78
C -3.30 2.19 -2.07
C -3.47 2.20 2.56
H -5.11 1.60 -0.80
H -3.55 1.01 -0.35
H -3.65 3.09 -2.57
H -3.49 1.41 -2.81
H -2.23 2.26 -1.88
H -3.43 1.16 2.22
H -3.87 2.06 3.57
H -2.44 2.52 2.44
O 2.68 2.48 -0.31
S 2.98 3.83 0.15
O 4.29 4.48 0.03
O 1.84 4.80 -0.52
C 0.64 4.12 -0.84
C -0.53 5.15 -0.97
C 2.49 3.93 1.94
H 0.35 3.40 -0.07
H 0.84 3.60 -1.78
H -0.50 5.80 -1.85
H -0.54 5.69 -0.02
H -1.49 4.68 -1.17
H 3.13 3.25 2.51
H 1.45 3.68 2.16
H 2.72 4.96 2.23
C 2.23 -4.71 -1.02
Br 1.19 -5.91 -2.09
Br 3.68 -3.96 -2.22
Br 3.02 -5.46 0.55
H 1.59 -3.93 -0.62
C -3.60 -2.78 1.30
Br -4.91 -1.44 0.72
Br -4.57 -4.50 1.47
Br -2.81 -2.09 3.01
H -2.87 -2.86 0.50
C 1.65 3.59 -4.30
Br 0.05 2.39 -4.05
Br 1.73 4.29 -6.14
Br 3.32 2.72 -3.70
H 1.55 4.48 -3.68
C 6.93 -0.11 -2.47
Br 5.63 -1.11 -3.47
Br 7.95 -1.45 -1.44
Br 5.88 1.23 -1.34
H 7.62 0.41 -3.13
C -1.39 -5.65 3.29
C -0.87 -5.06 1.95
O 0.43 -5.22 2.14
S 1.01 -4.89 3.69
O 0.94 -3.38 3.80
O 2.29 -5.58 3.99
O -0.34 -5.69 4.26
H -1.82 -6.64 3.14
H -2.25 -5.01 3.50
H -0.98 -3.99 1.78
H -1.20 -5.67 1.11
C 2.15 -0.21 -1.80
C 2.69 -0.58 -0.47
O 1.62 -0.73 0.48
S 0.18 -0.86 -0.37
O -0.55 0.37 -0.48
O -0.62 -2.06 -0.01
O 1.07 -1.09 -1.77
H 2.87 -0.48 -2.58
H 2.01 0.87 -1.91
H 3.41 0.15 -0.10
H 3.12 -1.58 -0.52
C 0.54 0.06 3.90
C 1.71 0.91 4.44
O 1.06 2.18 4.62
S -0.53 1.96 5.05
O -1.27 3.21 4.71
O -0.85 1.29 6.33
O -0.63 0.83 3.97
H 0.36 -0.75 4.60
H 0.87 -0.32 2.93
H 2.51 0.79 3.71
H 2.02 0.65 5.46
C -0.99 -3.20 -3.79
C -1.98 -2.07 -3.19
O -2.84 -1.69 -4.26
S -1.86 -1.61 -5.63
O -0.96 -0.45 -5.46
O -2.63 -1.73 -6.91
O -1.07 -3.04 -5.22
H -1.30 -4.22 -3.56
H 0.07 -3.22 -3.53
H -1.39 -1.23 -2.82
H -2.53 -2.46 -2.34

Results
- ΔE to the lowest compared entry with this formula, charge and spin: 68.1 kJ/mol
- Spin multiplicity: 2
- Net charge: +1
- HOMO-LUMO gap (alpha / beta): 7.789 / 1.936 eV
- Highest occupied orbital energy (alpha / beta): -0.45058 / -0.45058 hartree